1.
{
  "formula": "C47H31F10IN7O6Zr",
  "method": "ωB97M-V with the def2-TZVPD basis set",
  "relative_energy_kj_mol": 60.0,
  "e_lumo_ha": 0.05322,
  "total_charge": -1,
  "orbital_gap_ev": 6.38,
  "species": ["Zr", "C", "C", "N", "C", "C", "C", "O", "C", "C", "N", "C", "C", "C", "C", "C", "C", "I", "C", "O", "H", "H", "H", "H", "H", "H", "H", "H", "H", "H", "H", "H", "C", "N", "C", "C", "N", "C", "C", "F", "C", "F", "C", "F", "C", "F", "C", "F", "C", "C", "N", "C", "C", "F", "C", "F", "C", "F", "C", "F", "C", "F", "H", "H", "H", "H", "H", "H", "H", "H", "H", "H", "H", "O", "C", "O", "C", "C", "C", "C", "C", "C", "N", "O", "O", "H", "H", "H", "H", "N", "C", "C", "C", "C", "C", "C", "C", "C", "C", "H", "H", "H", "H"],
  "coordinates": [[-0.27111, 0.23530, 0.53620], [1.27592, 0.97142, 3.97603], [2.15326, 1.68916, 3.00200], [2.78331, 2.75463, 3.43062], [3.47537, 3.49738, 2.56987], [3.62536, 3.18514, 1.23889], [4.41193, 4.10211, 0.33984], [5.73778, 3.64349, 0.13393], [3.02991, 2.00144, 0.75395], [3.35122, 1.52730, -0.56420], [2.63707, 0.69494, -1.22535], [3.14745, 0.09126, -2.36761], [3.76047, 0.75500, -3.42959], [4.20070, 0.04322, -4.53289], [4.07877, -1.33655, -4.57853], [3.46167, -2.01305, -3.53780], [2.98481, -1.29968, -2.45484], [1.85645, -2.13682, -0.84895], [2.20410, 1.24504, 1.63599], [1.56773, 0.17013, 1.26414], [1.62570, 1.16362, 4.98816], [1.24332, -0.10209, 3.77765], [0.26060, 1.37206, 3.88843], [3.91323, 4.39210, 2.98957], [4.42749, 5.10668, 0.78648], [3.95963, 4.17470, -0.65209], [6.10165, 3.42177, 1.00006], [4.32569, 1.84860, -0.95092], [3.87068, 1.83045, -3.39811], [4.65543, 0.56614, -5.36135], [4.45241, -1.89488, -5.42272], [3.34407, -3.08556, -3.55783], [0.08021, -0.08064, -3.32841], [-0.93596, -0.05390, -2.28216], [-1.86382, 1.03814, -2.61855], [-1.52480, 2.21507, -1.71468], [-1.88281, 1.84629, -0.36080], [-2.98864, 2.35285, 0.15806], [-3.15479, 2.25164, 1.56436], [-2.12286, 1.62723, 2.22106], [-4.20829, 2.74531, 2.29098], [-4.23693, 2.59109, 3.62366], [-5.23697, 3.41615, 1.63495], [-6.29121, 3.91152, 2.31477], [-5.14581, 3.54464, 0.25341], [-6.13307, 4.17593, -0.40815], [-4.08358, 3.02962, -0.46189], [-4.16726, 3.14880, -1.81782], [-1.61105, -1.34997, -2.22137], [-2.66542, -1.43234, -1.11120], [-2.17548, -0.93079, 0.16303], [-2.81023, -1.31197, 1.26489], [-2.25587, -1.00997, 2.54243], [-1.02921, -0.34881, 2.58533], [-2.81107, -1.33581, 3.76005], [-2.21941, -0.92947, 4.88403], [-3.97689, -2.09112, 3.80924], [-4.52992, -2.45733, 4.97750], [-4.56750, -2.43698, 2.59723], [-5.70199, -3.15579, 2.60250], [-4.03235, -2.04751, 1.38549], [-4.76097, -2.37541, 0.28313], [-0.37286, -0.26405, -4.31876], [0.81011, -0.86209, -3.14718], [0.60257, 0.87653, -3.35596], [-2.89638, 0.74968, -2.41937], [-1.79551, 1.31035, -3.68027], [-2.00829, 3.13265, -2.05728], [-0.43730, 2.39351, -1.73429], [-0.84902, -2.11627, -2.04311], [-2.10766, -1.58227, -3.18377], [-2.94096, -2.49247, -1.04444], [-3.56893, -0.88410, -1.41637], [0.27593, -2.60806, 3.13796], [-0.19748, -2.80446, 2.02946], [-0.06577, -2.04042, 1.00888], [-1.08827, -4.02122, 1.78997], [-1.34880, -4.44649, 0.49261], [-2.22731, -5.48813, 0.24596], [-2.85463, -6.11984, 1.30179], [-2.57171, -5.71269, 2.60174], [-1.69656, -4.66504, 2.85881], [-3.21213, -6.41377, 3.68628], [-2.99779, -6.04075, 4.81831], [-3.93068, -7.35300, 3.40049], [-0.85679, -3.93386, -0.32032], [-2.43153, -5.80364, -0.76592], [-3.56173, -6.92071, 1.15060], [-1.48256, -4.34877, 3.86866], [-0.67801, 9.30278, 4.91025], [-0.51734, 8.32848, 4.32151], [-0.32844, 7.13245, 3.60185], [-0.77541, 5.91826, 4.13707], [-0.60884, 4.74953, 3.43378], [0.00276, 4.74982, 2.16895], [0.46174, 5.96785, 1.64678], [0.29642, 7.14028, 2.34995], [0.11155, 3.52700, 1.47026], [0.15820, 2.43398, 0.91916], [-1.26014, 5.91117, 5.10283], [-0.95290, 3.81368, 3.85123], [0.95071, 5.98128, 0.68168], [0.63916, 8.07962, 1.93774]],
  "forces_ev_per_a": [[-1.866, 0.046, -1.952], [0.044, -0.184, -0.062], [-0.121, -0.520, -0.311], [-0.084, -0.073, 0.256], [0.019, 0.196, -0.349], [-0.081, -0.133, -0.029], [-0.190, 0.098, 0.286], [0.435, -0.135, -0.053], [-0.513, -0.307, 1.264], [0.103, -0.432, -0.892], [-0.223, 0.777, 0.580], [0.305, -0.420, -0.439], [-0.129, 0.031, 0.151], [0.127, -0.092, -0.044], [-0.018, -0.011, -0.056], [-0.070, 0.018, 0.281], [-0.204, -0.036, 0.614], [0.722, -0.211, -0.954], [2.022, 1.717, 0.324], [-0.022, -0.381, 0.478], [0.001, -0.004, -0.021], [-0.071, 0.043, 0.074], [-0.027, -0.093, 0.023], [0.121, 0.222, -0.077], [-0.079, -0.097, -0.110], [0.011, 0.043, 0.087], [-0.036, -0.007, -0.124], [0.016, -0.085, -0.018], [-0.032, 0.074, 0.041], [0.056, 0.069, -0.044], [0.023, -0.010, -0.142], [-0.003, -0.102, -0.079], [0.292, -0.082, -0.203], [-0.014, -0.174, 0.242], [-0.098, 0.648, 0.186], [-0.087, -0.100, 0.067], [0.795, -0.586, -0.687], [-0.788, 0.319, 0.679], [0.536, -0.208, -0.117], [-1.010, 0.553, -0.040], [-0.152, 0.025, -0.021], [-0.019, 0.062, -0.174], [0.100, -0.046, -0.119], [0.167, -0.059, -0.113], [-0.209, 0.101, 0.392], [0.135, -0.138, 0.098], [0.363, -0.247, -0.031], [0.038, -0.044, 0.202], [-0.370, -0.288, 0.290], [0.098, 0.182, -0.339], [0.025, 0.313, -0.266], [-0.530, -0.383, 1.136], [-0.502, -0.298, -0.200], [-0.511, 0.053, -0.171], [-0.103, -0.105, 0.088], [-0.018, -0.142, -0.077], [0.107, 0.077, -0.206], [0.100, 0.102, -0.167], [0.014, -0.019, 0.175], [0.209, 0.174, 0.038], [0.172, 0.190, -0.135], [0.173, 0.051, 0.299], [-0.002, 0.067, 0.201], [-0.128, 0.020, 0.015], [-0.013, -0.027, -0.019], [0.091, -0.012, -0.023], [0.079, -0.170, 0.044], [0.106, -0.065, 0.058], [-0.064, -0.007, -0.128], [-0.043, 0.130, -0.066], [0.138, 0.058, 0.163], [0.011, 0.182, 0.006], [0.073, -0.140, -0.006], [-0.022, -0.227, 0.104], [0.071, -0.342, 0.605], [0.470, 0.162, -0.394], [0.089, 0.157, -0.155], [0.020, 0.085, 0.050], [0.015, 0.007, 0.065], [-0.104, -0.098, 0.262], [0.521, 0.602, -1.056], [-0.005, -0.126, 0.118], [-0.293, -0.285, 0.444], [0.079, 0.130, 0.255], [-0.165, -0.200, 0.039], [0.014, 0.066, -0.099], [-0.019, -0.025, -0.090], [0.022, -0.025, -0.041], [0.004, 0.013, 0.051], [-0.005, 0.140, 0.078], [-0.094, 0.725, 0.388], [0.124, -0.992, -0.550], [0.059, 0.294, -0.029], [0.047, -0.101, -0.106], [-0.110, 0.269, 0.254], [0.012, -0.170, -0.064], [-0.100, 0.130, 0.230], [0.163, -0.424, -0.467], [-0.147, 0.346, 0.342], [-0.006, -0.012, 0.047], [-0.034, -0.043, -0.023], [-0.033, -0.030, -0.018], [0.029, 0.009, -0.014]]
}



2.
{
  "formula": "C47H34MnN6",
  "method": "ωB97M-V with the def2-TZVPD basis set",
  "s2": 6.05,
  "e_lumo_ha": [-0.13868, -0.14719],
  "total_charge": 1,
  "spin_multiplicity": 5,
  "orbital_gap_ev": [5.73, 5.60],
  "species": ["Mn", "C", "C", "C", "C", "C", "C", "C", "C", "C", "C", "C", "C", "C", "C", "C", "C", "C", "C", "C", "N", "C", "C", "C", "C", "C", "C", "C", "C", "C", "C", "C", "C", "N", "C", "C", "C", "C", "C", "N", "C", "C", "C", "C", "C", "C", "C", "C", "N", "H", "H", "H", "H", "H", "H", "H", "H", "H", "H", "H", "H", "H", "H", "H", "H", "H", "H", "H", "H", "H", "H", "H", "H", "H", "H", "H", "H", "C", "N", "C", "C", "N", "H", "H", "H", "H", "H", "H"],
  "coordinates": [[0.29006, -0.15359, -0.30133], [3.26345, 2.93463, -6.63829], [2.20104, 2.04569, -6.60502], [1.82440, 1.46075, -5.41022], [2.50057, 1.76993, -4.23209], [3.57453, 2.65337, -4.27433], [3.95467, 3.22893, -5.47381], [2.01500, 1.20825, -2.95157], [2.04857, -0.17583, -2.77658], [2.68900, -1.07533, -3.68658], [2.56657, -2.32127, -3.16460], [1.83505, -2.19017, -1.94249], [1.49103, -3.26319, -1.12243], [1.85426, -4.62560, -1.56621], [1.22541, -5.18066, -2.67730], [1.49664, -6.48410, -3.05076], [2.40877, -7.23824, -2.33076], [3.06907, -6.67589, -1.25031], [2.78673, -5.37915, -0.86081], [0.78104, -3.13119, 0.07233], [0.30723, -1.95365, 0.59741], [-0.34075, -2.30251, 1.75597], [-1.01270, -1.44005, 2.62457], [-1.56222, -1.99621, 3.87953], [-2.92914, -2.00071, 4.14325], [-3.40584, -2.51147, 5.33752], [-2.52301, -3.00427, 6.28449], [-1.16219, -3.01772, 6.02438], [-0.68472, -2.52203, 4.82498], [-1.16874, -0.07610, 2.37707], [-1.87255, 0.82013, 3.24118], [-1.79327, 2.05401, 2.68335], [-1.02194, 1.91883, 1.48642], [-0.64672, 0.61090, 1.30783], [-0.64327, 3.00046, 0.68949], [0.23005, 2.89450, -0.39409], [0.60377, 4.00135, -1.21853], [1.35830, 3.50275, -2.22795], [1.44500, 2.08823, -2.02871], [0.77228, 1.73145, -0.88525], [-1.25617, 4.31847, 0.96895], [-0.48909, 5.41535, 1.34888], [-1.08626, 6.64792, 1.54685], [-2.44890, 6.80651, 1.34684], [-3.22000, 5.72021, 0.96860], [-2.62747, 4.48315, 0.78771], [-0.28911, -3.71868, 1.94760], [0.40094, -4.23581, 0.90066], [1.53551, -0.87023, -1.70865], [3.54829, 3.39986, -7.56918], [1.65275, 1.81409, -7.50567], [0.99401, 0.76626, -5.37122], [4.11221, 2.87781, -3.36523], [4.78627, 3.91716, -5.49626], [3.16397, -0.79374, -4.60469], [2.93907, -3.24498, -3.55951], [0.50295, -4.59550, -3.22896], [0.98807, -6.91299, -3.90125], [2.60649, -8.26094, -2.61058], [3.79909, -7.24916, -0.69990], [3.28991, -4.93652, -0.01308], [-3.61556, -1.61879, 3.40209], [-4.46916, -2.52091, 5.52725], [-2.89727, -3.38557, 7.22091], [-0.47001, -3.40994, 6.75508], [0.37524, -2.51586, 4.61943], [-2.36105, 0.53981, 4.15200], [-2.20758, 2.97254, 3.04937], [0.31146, 5.01763, -1.04577], [1.81535, 4.04332, -3.03132], [0.57499, 5.30146, 1.49426], [-0.47747, 7.49189, 1.83958], [-2.90676, 7.77603, 1.46796], [-4.28086, 5.82997, 0.79695], [-3.22713, 3.63699, 0.48215], [-0.75146, -4.24305, 2.75933], [0.61588, -5.26765, 0.70317], [-2.67076, 0.85436, -4.68539], [-2.33474, 1.39608, -3.38277], [-2.25261, 2.83682, -3.25230], [-1.84404, 0.63399, -2.46671], [-1.43472, -0.06460, -1.63230], [-3.53098, 1.39300, -5.08031], [-2.92796, -0.19803, -4.58980], [-1.83576, 0.96016, -5.38475], [-3.17841, 3.27756, -3.62365], [-1.41073, 3.23897, -3.82410], [-2.12302, 3.11470, -2.20737]],
  "forces_ev_per_a": [[0.443, 0.088, 0.221], [0.000, 0.027, -0.030], [-0.047, -0.013, -0.077], [0.028, 0.035, 0.175], [0.087, 0.112, -0.106], [-0.045, -0.172, -0.030], [0.032, 0.067, -0.045], [-0.271, -0.282, 0.344], [0.038, 0.485, -0.001], [-0.156, -0.285, 0.218], [-0.068, 0.367, 0.033], [-0.133, -0.232, 0.336], [-0.162, 0.398, 0.106], [0.016, -0.240, -0.046], [-0.001, 0.027, 0.132], [-0.015, -0.074, -0.075], [0.054, -0.005, -0.017], [0.013, -0.084, 0.064], [-0.042, 0.134, -0.100], [0.235, -0.072, -0.564], [-0.033, 0.166, -0.076], [-0.333, 0.320, 0.396], [0.109, 0.177, -0.493], [-0.050, -0.151, 0.195], [0.126, -0.052, -0.091], [-0.050, 0.041, 0.026], [-0.026, -0.070, 0.028], [0.008, -0.022, 0.044], [-0.078, 0.129, -0.025], [0.164, -0.390, 0.080], [0.099, 0.256, -0.262], [0.002, -0.404, -0.040], [0.211, 0.388, -0.252], [-0.019, -0.097, -0.184], [0.059, -0.474, -0.062], [-0.324, -0.021, 0.338], [0.148, -0.281, -0.136], [-0.137, 0.006, 0.288], [0.071, -0.307, -0.305], [0.019, -0.104, 0.113], [-0.047, 0.237, -0.044], [-0.082, -0.086, 0.095], [0.044, 0.130, -0.035], [-0.008, 0.053, -0.023], [-0.037, -0.012, -0.027], [0.082, -0.041, -0.030], [0.223, 0.011, -0.362], [-0.159, 0.335, 0.230], [-0.195, 0.009, 0.026], [0.048, 0.029, -0.089], [0.002, -0.015, -0.118], [-0.034, -0.011, -0.037], [0.057, 0.048, 0.098], [0.078, 0.038, -0.021], [0.164, 0.101, -0.115], [0.081, -0.159, -0.063], [-0.060, 0.048, -0.030], [-0.035, -0.053, -0.060], [0.049, -0.097, -0.061], [0.058, -0.085, 0.044], [0.049, 0.006, 0.088], [-0.077, 0.049, -0.080], [-0.061, 0.001, 0.037], [-0.044, -0.063, 0.115], [0.023, -0.019, 0.061], [0.126, -0.013, -0.004], [-0.034, -0.040, 0.192], [-0.011, 0.157, 0.078], [-0.029, 0.172, -0.022], [0.037, 0.086, -0.188], [0.109, -0.040, 0.030], [-0.005, 0.042, 0.035], [-0.032, 0.088, 0.068], [-0.067, 0.053, 0.031], [-0.054, -0.097, -0.007], [-0.055, -0.094, 0.152], [0.053, -0.123, -0.074], [0.019, -0.270, -0.428], [-0.339, 0.322, -0.387], [0.072, 0.617, 0.075], [0.397, -0.863, 0.844], [-0.224, 0.280, -0.229], [-0.002, -0.015, 0.044], [0.005, 0.012, -0.020], [-0.049, 0.014, 0.043], [0.025, -0.021, 0.033], [-0.034, -0.065, 0.018], [0.000, -0.047, -0.006]]
}